This record from the Open Molecules 2025 dataset describes a molecular structure, C49H30BrCaF4N5O2PS. The level of theory is wB97M-V/def2-TZVPD.

Each line ends with the Löwdin charge.
Positions of all 94 atoms, in Å:
1 Ca -0.243 -0.369 -1.390  1.16
2 O -3.091 -1.391 -4.478  -0.01
3 C -2.559 -0.769 -3.558  -0.52
4 N -2.357 -1.103 -2.282  -0.03
5 C -2.828 -2.331 -1.783  -0.23
6 C -4.013 -2.916 -2.244  -0.04
7 C -4.537 -4.065 -1.676  -0.12
8 C -3.862 -4.668 -0.624  -0.13
9 C -2.662 -4.137 -0.182  -0.04
10 C -2.093 -2.987 -0.763  -0.21
11 N -0.834 -2.449 -0.411  -0.01
12 C 0.029 -3.151 0.324  -0.51
13 O -0.091 -4.257 0.876  -0.02
14 C 1.412 -2.528 0.451  -0.21
15 C 2.455 -3.367 0.841  -0.01
16 C 3.725 -2.847 0.969  -0.06
17 C 3.933 -1.501 0.696  -0.06
18 C 2.851 -0.749 0.287  -0.15
19 N 1.614 -1.240 0.169  0.03
20 C -2.085 0.640 -3.896  -0.19
21 C -2.238 1.074 -5.209  0.00
22 C -1.907 2.371 -5.538  -0.06
23 C -1.453 3.216 -4.535  -0.07
24 C -1.318 2.699 -3.262  -0.15
25 N -1.603 1.434 -2.937  0.03
26 H -4.536 -2.431 -3.055  0.10
27 H -5.462 -4.480 -2.059  0.09
28 H -4.255 -5.563 -0.155  0.08
29 H -2.121 -4.626 0.612  0.08
30 H 2.218 -4.401 1.044  0.11
31 H 4.552 -3.477 1.273  0.10
32 H 4.913 -1.050 0.775  0.10
33 H 2.980 0.294 0.022  0.10
34 H -2.627 0.362 -5.923  0.11
35 H -2.013 2.727 -6.556  0.10
36 H -1.201 4.250 -4.729  0.10
37 H -0.964 3.333 -2.462  0.08
38 F -5.269 3.286 4.113  0.12
39 C -4.186 2.624 3.686  -0.14
40 C -3.319 2.053 4.595  -0.13
41 F -3.565 2.159 5.908  0.12
42 C -2.207 1.373 4.137  -0.21
43 F -1.438 0.812 5.079  0.10
44 C -1.904 1.239 2.789  -0.30
45 P -0.419 0.318 2.133  1.11
46 C -0.673 -1.300 2.945  -0.37
47 C 0.406 -2.033 3.442  -0.11
48 C 0.208 -3.303 3.964  -0.08
49 C -1.058 -3.864 3.977  -0.08
50 C -2.130 -3.156 3.453  -0.07
51 C -1.940 -1.883 2.941  -0.09
52 C 1.006 1.070 3.023  -0.35
53 C 1.821 1.895 2.254  -0.11
54 C 2.944 2.508 2.796  -0.08
55 C 3.276 2.286 4.122  -0.09
56 C 2.485 1.443 4.899  -0.08
57 C 1.362 0.840 4.355  -0.10
58 C -2.825 1.793 1.891  -0.57
59 Br -2.689 1.573 0.020  0.91
60 C -3.942 2.479 2.338  -0.27
61 F -4.824 3.009 1.484  0.07
62 H 1.405 -1.618 3.411  0.10
63 H 1.056 -3.866 4.333  0.10
64 H -1.201 -4.869 4.349  0.10
65 H -3.113 -3.605 3.417  0.11
66 H -2.781 -1.348 2.515  0.11
67 H 1.578 2.049 1.212  0.06
68 H 3.558 3.148 2.176  0.10
69 H 4.152 2.756 4.551  0.10
70 H 2.749 1.253 5.931  0.10
71 H 0.771 0.171 4.963  0.09
72 S 3.377 2.800 -3.021  1.10
73 C 2.475 3.778 -1.914  -0.48
74 C 2.657 5.114 -1.579  -0.10
75 C 1.792 5.686 -0.661  -0.10
76 C 0.760 4.931 -0.098  -0.08
77 C 0.584 3.602 -0.437  -0.07
78 C 1.451 3.005 -1.351  -0.34
79 N 1.399 1.693 -1.786  0.04
80 C 2.335 1.418 -2.651  -0.50
81 C 2.565 0.117 -3.274  -0.31
82 C 3.747 -0.081 -4.006  -0.10
83 C 4.018 -1.314 -4.557  -0.12
84 C 3.102 -2.350 -4.373  -0.11
85 C 1.935 -2.132 -3.654  -0.14
86 C 1.599 -0.895 -3.077  -0.14
87 H 3.453 5.692 -2.028  0.10
88 H 1.911 6.725 -0.383  0.10
89 H 0.087 5.392 0.612  0.10
90 H -0.230 3.023 -0.016  0.06
91 H 4.468 0.725 -4.129  0.07
92 H 4.932 -1.477 -5.116  0.09
93 H 3.310 -3.327 -4.796  0.09
94 H 1.247 -2.965 -3.539  0.08

## Properties
ΔE to the lowest compared entry with this formula, charge and spin: 0.431 eV
Total charge: -1
2S+1: 1
LUMO: 0.073 hartree